Record 1
The following is a DFT calculation (the ωB97M-V functional and the def2-TZVPD basis) of a molecular structure, C14H31Br24N3NbO6P2S at a distorted geometry.

## Properties
Gap between HOMO and LUMO (eV): 5.633
E (eV): -1743757.4352
Largest force on an atom (eV Å⁻¹): 4.3
Charge: -1

Geometry as XYZ:
```
82
Properties=species:S:1:pos:R:3:forces:R:3:lowdin_charge:R:1
N 4.113625 -0.433756 4.334066 -0.095 -0.010 -0.138 -0.433
P 3.625780 -0.373927 2.806063 -0.400 -0.163 0.680 0.425
Nb 0.973096 -0.623655 2.958709 -1.559 1.504 3.667 1.572
N 1.156098 -1.550390 4.839640 -0.449 -0.390 -1.978 -0.215
N 0.998130 1.250185 3.824704 1.564 -1.190 -0.921 -0.197
C -1.220111 -1.035272 2.993629 0.717 -0.455 -0.186 -0.328
C -1.957125 -0.276787 4.101019 -0.920 0.441 -0.354 -0.317
C -3.381800 0.102848 3.651246 0.203 -0.435 -0.337 -0.203
C -4.377664 -1.047819 3.695848 -0.287 0.731 -0.179 -0.275
O -4.148042 -2.074737 2.735762 0.110 -0.430 0.415 -0.075
C 1.423412 -2.684484 1.986416 0.587 -0.207 -0.391 -0.475
S 0.744643 -3.064962 0.461308 0.060 0.390 0.025 0.513
O 1.535913 -2.477192 -0.600082 0.544 -0.077 -0.409 -0.409
O -0.662563 -2.802635 0.384609 -0.700 -0.252 0.161 -0.369
C 0.642949 0.367261 0.914629 0.126 0.486 0.208 -0.408
P -0.166517 1.927977 0.940086 -0.862 -0.912 -0.170 0.320
O -1.328321 2.066270 1.821159 -0.405 0.260 0.478 -0.295
O -0.675675 2.200134 -0.594221 0.477 0.193 -0.166 -0.189
O 0.951920 3.052547 1.126887 0.198 0.150 -0.176 -0.174
H 4.612318 0.410820 4.584242 0.132 -0.076 0.180 -0.087
H 4.234605 -1.392266 2.020555 0.399 0.312 -0.178 -0.111
H 4.002080 0.870979 2.226990 0.254 -0.210 -0.388 -0.116
H 0.386710 -2.211335 4.950210 -0.116 0.114 0.283 -0.093
H 1.986569 -2.143655 4.805410 0.342 0.376 0.519 -0.034
H 1.615235 1.936931 3.394264 -0.485 0.414 -0.113 -0.023
H 1.378149 1.136534 4.763722 -0.215 -0.072 0.136 -0.013
H -1.386213 -2.106288 3.138599 0.025 -0.170 -0.162 0.014
H -1.646982 -0.808589 2.021641 -0.078 0.049 -0.113 0.035
H -2.105289 -0.912325 4.973887 0.492 0.440 0.003 -0.022
H -1.481153 0.658681 4.379090 0.310 -0.048 0.103 0.071
H -3.778243 0.915563 4.261501 -0.048 0.052 0.146 0.110
H -3.327850 0.469408 2.626078 -0.019 0.247 -0.061 0.098
H -5.373568 -0.629833 3.522004 -0.180 -0.029 0.132 0.106
H -4.383319 -1.487904 4.691683 0.042 -0.307 0.020 0.089
H -4.577953 -1.824035 1.918223 0.090 0.092 -0.160 0.081
H 1.121973 -3.451613 2.696098 -0.377 -0.010 0.061 -0.023
H 2.496641 -2.810994 1.835985 0.108 -0.038 -0.072 -0.004
H 0.887519 -4.411314 0.338193 0.033 -0.081 -0.039 0.055
H 0.037704 -0.218651 0.224039 0.060 -0.382 0.049 0.009
H 1.620974 0.539725 0.481738 0.127 -0.089 -0.349 -0.066
H -0.887930 1.344384 -0.976617 -0.094 0.021 -0.205 0.051
H 0.539745 3.906397 0.944585 0.173 0.192 0.134 0.067
C 0.819582 -4.272803 -3.259219 -0.038 -0.029 0.077 -1.618
Br 0.833609 -6.128740 -2.735603 -0.007 0.006 0.025 0.564
Br 2.500154 -3.746665 -4.018807 0.041 0.071 -0.046 0.598
Br -0.657087 -3.890916 -4.423206 -0.050 -0.146 -0.069 0.536
H 0.686807 -3.685685 -2.362585 0.037 0.102 0.097 -0.072
C 3.964420 -0.538276 -2.033550 -0.266 -0.085 0.028 -1.597
Br 3.380449 0.752950 -3.340333 -0.014 0.014 0.005 0.553
Br 5.604854 -1.391748 -2.570010 0.022 0.014 0.001 0.563
Br 4.081072 0.214110 -0.272372 0.318 -0.161 -0.552 0.608
H 3.202394 -1.307127 -1.984245 0.002 -0.027 0.009 -0.074
C 3.531943 5.062609 -1.453282 0.018 0.026 0.027 -1.612
Br 4.498009 3.644327 -0.598013 -0.010 0.177 -0.006 0.574
Br 1.798386 4.484988 -2.028755 -0.054 -0.105 -0.040 0.549
Br 3.386807 6.634926 -0.347366 0.147 -0.008 0.107 0.546
H 4.088639 5.348659 -2.332771 0.019 0.023 -0.023 -0.029
C -4.432367 -6.274578 -3.773568 0.079 0.052 0.092 -1.652
Br -5.029902 -5.004738 -5.092294 -0.006 0.017 -0.020 0.553
Br -2.970946 -7.332849 -4.433088 0.022 -0.037 -0.028 0.550
Br -3.981516 -5.413046 -2.117175 0.021 0.017 -0.016 0.579
H -5.255478 -6.944493 -3.579170 -0.036 -0.017 -0.013 -0.035
C -0.456757 5.307863 -5.838934 -0.037 -0.073 0.060 -1.624
Br -1.715955 6.678989 -6.325118 0.027 0.038 0.020 0.580
Br 1.324181 6.020059 -5.653780 0.038 -0.030 -0.047 0.607
Br -1.012527 4.352417 -4.274285 -0.045 0.010 0.040 0.570
H -0.423910 4.599441 -6.653210 0.019 -0.011 -0.034 -0.072
C -2.464122 -4.577610 5.063157 -0.068 0.062 -0.061 -1.602
Br -0.948516 -5.130268 4.017232 0.000 -0.020 0.030 0.619
Br -3.137490 -6.028476 6.141680 -0.004 0.006 0.002 0.559
Br -2.067163 -3.022396 6.116549 0.023 -0.579 0.270 0.708
H -3.247110 -4.299423 4.370347 0.009 0.034 -0.047 -0.032
C 0.914195 9.144993 -3.610637 -0.054 -0.004 0.048 -1.659
Br -0.430698 10.418668 -4.135915 0.007 0.020 -0.003 0.557
Br 2.647745 9.967317 -3.454312 0.013 -0.004 -0.008 0.563
Br 0.430130 8.210929 -2.009149 -0.095 0.040 -0.065 0.558
H 0.980270 8.410997 -4.399458 -0.011 0.002 -0.030 -0.121
C -1.051951 -0.155372 -6.572812 0.045 -0.046 0.158 -1.635
Br -0.645474 -0.207034 -4.699805 0.031 0.144 0.015 0.564
Br -0.946466 1.641028 -7.259520 0.004 0.047 -0.139 0.571
Br 0.056521 -1.368039 -7.570256 0.008 0.028 -0.020 0.571
H -2.074203 -0.477217 -6.699960 -0.037 -0.003 0.000 -0.029
```
Forces are in eV/Å.

=====

Record 2
The following is a DFT calculation (the ωB97M-V functional and the def2-TZVPD basis) of a molecular structure, C14H32Cl2O6P2Pt at a distorted geometry.

## Properties
Gap between HOMO and LUMO (spin up / spin down) (eV): 10.098 / 7.547
E (eV): -74179.8397
Largest force on an atom (eV Å⁻¹): 1.2
2S+1: 3
Charge: +2

Geometry as XYZ:
```
57
Properties=species:S:1:pos:R:3:forces:R:3:lowdin_charge:R:1
Pt -1.851189 1.963775 0.127885 0.535 -0.363 0.108 0.998
Cl -3.825961 2.459588 1.377775 -0.480 -0.150 0.095 0.627
C -3.268879 4.023668 2.042468 0.130 0.207 0.043 -0.818
Cl -1.762376 4.414343 1.183893 0.104 -0.056 0.022 0.637
H -3.071710 3.908347 3.102229 0.057 -0.089 -0.019 0.063
H -4.018164 4.782630 1.844751 0.000 -0.027 -0.106 0.063
C 2.089202 -0.076802 -4.633147 -0.180 -0.119 0.024 -0.027
C 1.675349 0.593001 -3.345239 0.587 0.369 -0.341 -0.381
C 2.801787 0.673742 -2.329905 -0.297 -0.234 0.001 -0.029
O 0.522365 -0.193870 -2.831255 -0.426 -0.038 0.572 -0.162
P -0.309464 0.099990 -1.556074 0.126 -0.800 -0.845 0.470
O -0.178411 1.528585 -1.069791 -0.205 0.469 0.416 -0.396
C 0.167460 -1.110511 -0.286736 -0.055 0.635 0.118 -0.169
P 0.183339 -0.307284 1.334566 0.560 -0.466 0.350 0.473
O -1.077820 0.495647 1.599637 -0.314 0.555 -0.482 -0.389
O 1.522254 0.475645 1.260361 -0.312 0.001 -0.067 -0.179
C 1.995019 1.374854 2.336195 0.300 0.264 0.250 -0.398
C 1.869396 2.800770 1.839914 0.019 -0.255 -0.102 -0.026
C 3.419059 0.970006 2.644460 -0.167 -0.159 -0.094 -0.020
O 0.361112 -1.370863 2.454187 0.070 0.203 -0.272 -0.150
C -0.750744 -2.124120 3.068381 -0.314 -0.332 0.289 -0.419
C -0.365551 -3.588172 3.039118 0.146 0.218 -0.095 -0.026
C -0.973687 -1.584960 4.464174 0.119 0.109 -0.145 -0.028
O -1.851435 -0.087827 -1.815261 0.346 -0.052 0.205 -0.225
C -2.552687 -1.065137 -2.696967 -0.261 -0.335 -0.532 -0.370
C -2.548369 -0.532021 -4.115319 0.121 0.152 0.180 -0.025
C -1.964444 -2.460942 -2.600971 0.055 0.256 0.254 -0.036
H 2.904573 0.485919 -5.085028 -0.001 0.026 -0.002 0.103
H 1.260304 -0.115144 -5.338888 0.030 0.042 -0.025 0.089
H 2.434527 -1.094810 -4.449122 0.023 0.025 0.036 0.097
H 1.297003 1.595412 -3.551432 -0.167 -0.080 0.087 0.147
H 3.313580 -0.284156 -2.222222 -0.035 -0.004 -0.013 0.100
H 2.437474 0.997973 -1.355338 0.042 0.095 0.071 0.059
H 3.524583 1.408096 -2.682690 0.022 -0.007 0.010 0.105
H 1.177008 -1.472956 -0.486235 -0.002 -0.013 -0.006 0.105
H -0.523277 -1.951024 -0.282066 -0.056 -0.029 -0.031 0.078
H 1.361828 1.214233 3.212694 -0.057 -0.047 -0.068 0.142
H 2.569299 2.976985 1.022492 -0.012 0.026 -0.001 0.098
H 2.095371 3.494770 2.648411 -0.013 0.002 -0.004 0.102
H 0.859839 2.985883 1.475759 -0.064 0.094 0.040 0.033
H 4.033245 1.048651 1.746890 0.009 0.035 0.011 0.095
H 3.445897 -0.060269 2.997053 0.081 0.026 0.054 0.092
H 3.836049 1.622029 3.410477 -0.018 -0.009 0.025 0.101
H -1.647727 -1.952990 2.466235 0.072 0.039 -0.073 0.134
H 0.523629 -3.753184 3.647464 -0.019 -0.022 0.016 0.098
H -0.147323 -3.911242 2.020685 -0.054 -0.067 0.017 0.083
H -1.179709 -4.191489 3.436879 -0.010 -0.008 -0.005 0.099
H -0.087371 -1.738081 5.079946 -0.001 -0.021 -0.005 0.099
H -1.811081 -2.107718 4.924338 -0.005 0.002 0.014 0.099
H -1.200451 -0.518763 4.430888 -0.042 -0.018 0.039 0.080
H -3.565815 -1.060397 -2.300520 0.034 0.072 0.090 0.148
H -1.541849 -0.562706 -4.533077 -0.017 -0.005 -0.037 0.082
H -2.920294 0.491504 -4.153245 -0.009 -0.018 -0.005 0.094
H -3.196890 -1.153089 -4.731124 -0.011 -0.021 0.004 0.103
H -0.903931 -2.456017 -2.860312 0.001 -0.070 -0.046 0.087
H -2.477365 -3.101190 -3.316037 -0.017 0.003 -0.020 0.106
H -2.106576 -2.898313 -1.612203 0.029 -0.010 -0.001 0.085
```
Forces are in eV/Å.